Entry 1:
Formula: C3H5N3O3
Source: the Open Molecules 2025 dataset
Level of theory: wB97M-V/def2-TZVPD

The max |F| comes out at 2.6 eV Å⁻¹. Its spin multiplicity is 1. The calculation puts the total energy at -507.26861 a.u. The structure (SMILES) is Nc1c(O)oc(=O)n1N. For the molar mass, the calculation gives 131.09 g mol⁻¹.

Cartesian coordinates (Å):
C: -0.4212 0.3108 0.0822
C: -1.0038 -0.8845 -0.0171
C: 1.1389 -1.3283 -0.0331
H: -1.4286 1.7821 0.8240
H: -1.5657 1.6001 -0.8613
H: -2.2704 -2.2194 0.1705
H: 1.9378 1.5930 0.8261
H: 1.8333 1.6026 -0.8327
N: -0.9385 1.5884 -0.0589
N: 0.9594 0.0502 -0.0210
N: 1.9789 0.9931 -0.0028
O: -2.2787 -1.2717 -0.0673
O: -0.1096 -1.8648 0.0508
O: 2.1681 -1.9516 -0.0595

---

Entry 2:
Formula: C2H2N2OSi
Source: the Open Molecules 2025 dataset
Level of theory: wB97M-V/def2-TZVPD

The max |F| comes out at 3.6 eV Å⁻¹. Its spin multiplicity is 1. The calculation puts the total energy at -551.61983 a.u. The structure (SMILES) is N#CO[SiH2]C#N. For the molar mass, the calculation gives 98.14 g mol⁻¹.

Cartesian coordinates (Å):
C: -2.1191 -0.0221 -0.0879
C: 1.5674 0.9986 -0.1606
N: -3.2140 0.2265 -0.2594
N: 2.0444 2.0284 -0.2577
O: -0.8626 0.0424 0.0629
Si: 0.6458 -0.5578 0.0105
H: 1.2322 -1.5726 -0.7003
H: 0.7059 -1.1436 1.3926

---

Entry 3:
Formula: H18NO7
Source: the Open Molecules 2025 dataset
Level of theory: wB97M-V/def2-TZVPD

The max |F| comes out at 1.3 eV Å⁻¹. Its spin multiplicity is 2. The calculation puts the total energy at -592.12372 a.u. For the molar mass, the calculation gives 144.14 g mol⁻¹. The expectation value of S² is 0.75.

Cartesian coordinates (Å):
N: 0.2590 0.0661 -0.6193
H: 0.4357 0.7831 0.0698
H: 0.9150 -0.6884 -0.4764
H: 0.4998 0.5832 -1.4528
H: -0.7003 -0.2499 -0.6165
O: 1.9680 -1.9155 -0.2234
H: 1.5409 -2.7663 -0.3234
H: 2.9021 -2.1196 -0.1785
O: -1.4583 0.6185 2.5926
H: -0.5868 0.2437 2.4651
H: -1.4201 1.0258 3.4579
O: 0.6119 2.7761 -0.0165
H: 0.8567 3.4469 -0.6539
H: 1.0384 3.0495 0.7956
O: 1.6107 1.3935 -2.5705
H: 2.5180 1.1741 -2.7822
H: 1.2045 1.5781 -3.4174
O: -1.6000 -2.0267 -0.2558
H: -1.5912 -2.7050 0.4195
H: -2.1881 -1.3540 0.0874
O: -3.0664 0.1448 -1.0473
H: -3.7636 0.6585 -0.6396
H: -3.5132 -0.6188 -1.4126
O: 0.9333 -0.7619 2.1228
H: 1.4530 -1.4004 1.6345
H: 1.1409 -0.9353 3.0410

---

Entry 4:
Formula: C38H43BrCl3F10N2O2P2PbS2Si
Source: the Open Molecules 2025 dataset
Level of theory: wB97M-V/def2-TZVPD

The max |F| comes out at 1.0 eV Å⁻¹. Its spin multiplicity is 2. The calculation puts the total energy at -8649.05644 a.u. For the molar mass, the calculation gives 1297.39 g mol⁻¹. The expectation value of S² is 0.76. Its total charge is -2.

Cartesian coordinates (Å):
Pb: 0.4710 1.1316 0.8006
C: 0.4642 -2.3969 5.1997
C: -0.5281 -1.3612 4.6542
C: -1.3899 -0.8383 5.8153
C: -1.3773 -1.9595 3.5489
C: -2.4680 -2.7377 3.9183
C: -3.2800 -3.3367 2.9739
C: -2.9971 -3.1486 1.6357
C: -1.8882 -2.4195 1.2189
C: -1.5894 -2.3581 -0.2583
C: -1.4598 -3.7547 -0.8776
C: -2.6733 -1.5521 -0.9822
C: -1.0585 -1.7986 2.1767
N: 0.1495 -1.1222 1.8383
C: 1.2892 -1.8607 2.0000
C: 1.3284 -3.2735 2.0869
C: 2.5117 -3.9678 2.2653
C: 3.7226 -3.3011 2.3891
C: 3.7234 -1.9152 2.3180
C: 2.5429 -1.2444 2.1215
F: 2.5819 0.1303 2.0996
H: 1.0773 -1.9498 5.9872
H: 1.1245 -2.7632 4.4139
H: -0.0783 -3.2495 5.6173
H: 0.0444 -0.5349 4.2287
H: -1.6379 -1.6486 6.5066
H: -2.3178 -0.4002 5.4514
H: -0.8539 -0.0730 6.3733
H: -2.6723 -2.8942 4.9719
H: -4.1142 -3.9579 3.2794
H: -3.6309 -3.6142 0.8887
H: -0.6380 -1.8536 -0.3835
H: -2.3962 -4.3146 -0.8097
H: -0.6758 -4.3279 -0.3801
H: -1.1935 -3.6679 -1.9341
H: -3.6602 -1.9911 -0.8111
H: -2.4784 -1.5434 -2.0553
H: -2.6809 -0.5193 -0.6300
H: 0.3970 -3.8167 2.0052
H: 2.4872 -5.0514 2.3050
H: 4.6490 -3.8408 2.5315
H: 4.6392 -1.3441 2.3839
Br: 2.2081 7.4993 2.5666
C: 2.2873 5.6491 2.9625
C: 2.6729 5.2308 4.2229
C: 2.7261 3.8686 4.4633
C: 2.3832 2.9976 3.4413
N: 1.9961 3.4151 2.2394
C: 1.9591 4.7190 1.9889
H: 2.9177 5.9471 4.9955
H: 3.0106 3.4874 5.4346
H: 2.4112 1.9245 3.5861
H: 1.6323 5.0273 1.0047
Cl: -1.7244 4.3391 2.4288
Si: -1.4715 2.3123 2.7497
Cl: -3.4008 1.6184 3.0100
Cl: -0.6586 2.4065 4.6886
F: 3.9040 -0.1236 -0.4288
P: 5.1182 -1.0122 -1.0239
F: 5.7463 -1.1714 0.4639
F: 4.4998 -0.8641 -2.5172
F: 4.2368 -2.3592 -0.7999
F: 6.3345 -1.9122 -1.6251
F: 5.9966 0.3304 -1.2533
F: 1.5357 -4.2984 -7.3460
C: 1.8751 -4.6185 -6.0723
F: 3.1503 -5.0514 -6.1113
F: 1.1187 -5.7066 -5.7571
C: 1.6598 -3.4948 -5.1186
C: 2.5002 -3.3402 -4.0206
C: 2.2438 -2.3512 -3.0904
C: 1.1355 -1.5084 -3.2489
C: 0.3150 -1.6551 -4.3715
C: 0.5686 -2.6518 -5.2947
C: 0.8362 -0.5839 -2.2072
C: 0.5434 0.0611 -1.2229
H: 3.3502 -3.9969 -3.8924
H: 2.8867 -2.2258 -2.2280
H: -0.5304 -0.9933 -4.5098
H: -0.0775 -2.7868 -6.1525
C: -4.2223 5.3412 -0.6567
C: -4.1566 4.2811 -1.7455
C: -5.1638 4.5585 -2.8507
O: -2.8763 4.2439 -2.3866
P: -1.4695 3.9094 -1.6376
S: -0.6549 5.5317 -0.9177
S: -1.9000 2.2588 -0.5186
O: -0.5948 3.4856 -2.9027
C: -0.7187 2.2346 -3.6191
C: 0.5635 2.0878 -4.4150
C: -1.9596 2.2095 -4.4989
H: -5.2194 5.3757 -0.2122
H: -3.9789 6.3164 -1.0815
H: -3.5018 5.1176 0.1264
H: -4.3504 3.2970 -1.3051
H: -5.0160 5.5690 -3.2363
H: -6.1781 4.4678 -2.4591
H: -5.0329 3.8524 -3.6715
H: -0.7810 1.4292 -2.8896
H: 0.6454 2.8888 -5.1531
H: 0.5864 1.1206 -4.9192
H: 1.4178 2.1423 -3.7410
H: -1.9595 3.0548 -5.1904
H: -2.8587 2.2628 -3.8884
H: -1.9817 1.2769 -5.0671

---

Entry 5:
Formula: C3H3OP
Source: the Open Molecules 2025 dataset
Level of theory: wB97M-V/def2-TZVPD

The max |F| comes out at 3.0 eV Å⁻¹. Its spin multiplicity is 1. The calculation puts the total energy at -532.55772 a.u. For the molar mass, the calculation gives 86.03 g mol⁻¹.

Cartesian coordinates (Å):
C: 0.7819 0.7347 0.4207
C: 1.9948 1.0752 0.1174
C: -0.4515 0.6268 -0.4264
O: 3.1421 1.1266 -0.0588
P: -2.1097 1.3288 0.1905
H: 0.7245 0.5800 1.4880
H: -0.8806 -0.3646 -0.7586
H: -0.1283 1.1472 -1.4393

---

Entry 6:
Formula: C4H8O2
Source: the Open Molecules 2025 dataset
Level of theory: wB97M-V/def2-TZVPD

The max |F| comes out at 0.4 eV Å⁻¹. Its spin multiplicity is 1. The calculation puts the total energy at -307.49707 a.u. For the molar mass, the calculation gives 88.11 g mol⁻¹.

Cartesian coordinates (Å):
O: 2.3909 -1.0760 -0.7464
C: 1.3365 -0.1366 -0.6377
C: 0.8002 -0.0934 0.7654
C: -2.1666 1.2300 -0.4841
C: -0.4750 -0.2485 1.0925
O: -1.4441 -0.3690 0.1011
H: 2.0269 -1.9399 -0.5152
H: 0.5280 -0.3458 -1.3514
H: 1.7718 0.8301 -0.9100
H: 1.5195 0.0551 1.5661
H: -1.7359 1.1263 -1.5007
H: -1.4035 1.8473 0.0361
H: -0.8584 -0.2315 2.1084
H: -2.2900 -0.6481 0.4760

---

Look up the max |F| of the fifth one. 3.0 eV Å⁻¹

---

max |F| of number 6 (C4H8O2)? 0.4 eV Å⁻¹

---

max |F| of number 6 (C4H8O2)? 0.4 eV Å⁻¹

---

The lowest max |F| belongs to which entry? C4H8O2